(1)
CH5ClNP | ωB97M-V/def2-TZVPD

```
9
Properties=species:S:1:pos:R:3:forces:R:3:lowdin_charge:R:1
C -1.026 -0.655 0.067 0.71 1.61 0.97 -0.4271
N 1.449 0.955 -0.155 -2.34 -3.50 0.27 -0.1966
P 0.741 -1.111 -0.162 1.15 3.13 0.08 0.5396
Cl 0.582 -1.799 -2.124 0.23 0.31 0.20 0.0822
H -1.590 -1.372 0.636 0.30 -0.32 1.03 0.0147
H -1.578 -0.724 -0.839 -0.18 0.83 -1.14 -0.0121
H -0.973 0.388 0.566 -0.55 -1.74 -0.88 0.0581
H 1.066 1.457 -0.966 1.04 -0.29 0.44 -0.0212
H 2.423 1.030 0.138 -0.34 -0.03 -0.96 -0.0377
```
Forces are in eV/Å.

Net charge: 0
Max |F|: 4.2 eV/A
ΔE to the lowest compared entry with this formula, charge and spin: 1.6907 eV
Structure (SMILES): CP(N)Cl
E_LUMO: 0.464 eV
E: -897.37084 a.u.
E_HOMO: -9.24 eV

(2)
CH5ClP2 | ωB97M-V/def2-TZVPD

```
9
Properties=species:S:1:pos:R:3:forces:R:3:lowdin_charge:R:1
C -2.275 -1.078 0.763 3.02 -0.56 -1.15 -0.9507
P -0.597 -0.323 0.262 -1.37 -0.68 0.57 0.6526
P 2.455 0.509 -0.350 0.17 -0.75 -0.55 0.5214
Cl -3.246 -0.405 1.940 -0.50 0.26 0.55 0.5406
H -2.054 -2.169 0.801 -0.91 0.67 0.24 -0.0081
H -0.393 -1.299 -0.753 -0.11 0.48 -0.05 -0.0977
H -0.994 0.810 -0.482 -0.08 -0.22 -0.21 -0.1147
H 1.449 1.302 -0.901 -0.26 0.30 -0.37 -0.2753
H 2.344 1.205 0.826 0.05 0.51 0.96 -0.2681
```
Forces are in eV/Å.

Net charge: 0
Max |F|: 3.3 eV/A
ΔE to the lowest compared entry with this formula, charge and spin: 2.8361 eV
E_LUMO (alpha / beta): -0.471 / -1.302 eV
E: -1183.83486 a.u.
E_HOMO (alpha / beta): -8.48 / -8.13 eV

(3)
CH5ClS | ωB97M-V/def2-TZVPD

```
8
Properties=species:S:1:pos:R:3:forces:R:3:lowdin_charge:R:1
C 0.751 0.042 -0.351 0.02 0.13 0.04 -0.4634
H -0.522 -1.282 1.168 -0.20 -0.01 0.23 -0.1932
H 1.261 0.279 -1.288 -0.12 -0.12 0.19 0.0324
H 1.270 0.515 0.485 -0.05 0.01 -0.07 0.0414
H 0.778 -1.040 -0.208 0.11 0.02 -0.17 0.0140
H -0.810 1.830 -0.581 0.70 0.45 -0.97 -0.1484
S -0.998 0.514 -0.405 1.81 5.16 -4.66 0.4180
Cl -1.730 -0.858 1.179 -2.27 -5.65 5.40 0.2993
```
Forces are in eV/Å.

Net charge: 0
Max |F|: 8.1 eV/A
ΔE to the lowest compared entry with this formula, charge and spin: 3.0911 eV
E_LUMO: 0.768 eV
E: -899.35226 a.u.
E_HOMO: -7.29 eV

(4)
CH5ClS | ωB97M-V/def2-TZVPD

```
8
Properties=species:S:1:pos:R:3:forces:R:3:lowdin_charge:R:1
C -1.947 1.106 -0.189 5.65 -0.92 -1.82 -0.5356
H 2.413 -1.923 0.861 1.57 2.64 -1.37 0.1041
H 1.416 2.442 1.860 0.57 -0.71 -0.55 0.1159
H -2.779 1.711 -0.494 0.17 0.35 -0.25 -0.0049
H -1.017 1.667 0.366 -3.16 -1.58 0.54 0.0575
H -1.061 0.825 -0.994 -3.05 1.02 0.67 0.0618
S 3.531 -0.080 -0.104 -2.18 -1.92 1.90 -0.1889
Cl -2.575 -0.593 0.071 0.43 1.12 0.87 0.3900
```
Forces are in eV/Å.

Net charge: 0
Max |F|: 6.0 eV/A
ΔE to the lowest compared entry with this formula, charge and spin: 11.7743 eV
E_LUMO: -4.820 eV
E: -899.03316 a.u.
E_HOMO: -9.18 eV

(5)
CH5FNO2PS | ωB97M-V/def2-TZVPD

```
12
Properties=species:S:1:pos:R:3:forces:R:3:lowdin_charge:R:1
C 1.232 0.016 -0.312 -1.41 -0.80 -1.20 -0.1082
N -0.683 0.989 1.293 0.55 0.96 0.23 -0.3666
O -1.932 0.783 -0.910 1.63 0.68 0.10 -0.6557
O 0.624 1.238 -0.729 0.89 1.23 -0.62 -0.4372
F -3.843 -0.327 0.047 0.25 -0.08 1.13 -0.3855
P -2.245 -0.651 -0.188 -1.87 0.77 -0.73 0.7798
S -0.661 1.781 -0.016 -2.15 -2.32 1.41 0.9552
H 0.606 -0.738 -0.879 1.30 0.11 1.18 0.1027
H 1.207 0.011 0.740 -0.67 -0.78 1.28 0.0456
H 2.281 0.000 -0.507 0.51 0.28 -1.14 0.0839
H -1.293 1.084 2.109 0.25 0.63 -0.87 0.0390
H -2.710 -1.196 -1.383 0.73 -0.66 -0.77 -0.0532
```
Forces are in eV/Å.

Net charge: 0
Max |F|: 3.5 eV/A
ΔE to the lowest compared entry with this formula, charge and spin: 1.7668 eV
E_LUMO: 0.611 eV
E: -1085.67599 a.u.
E_HOMO: -9.38 eV

(6)
CH5FNP | ωB97M-V/def2-TZVPD

```
9
Properties=species:S:1:pos:R:3:forces:R:3:lowdin_charge:R:1
C -1.073 -0.224 -0.078 -1.43 0.90 -0.11 -0.1505
N 0.140 0.595 -0.159 -1.50 -1.34 -0.64 -0.5035
F -0.042 1.692 0.681 -1.08 1.42 0.87 -0.1828
P 1.647 0.058 0.446 0.64 0.15 1.80 0.8393
H -1.049 -1.096 -0.799 0.29 1.06 1.02 0.0955
H -1.348 -0.503 0.977 0.43 -0.17 -0.89 0.0799
H -1.901 0.482 -0.419 0.87 -1.05 0.29 0.0907
H 2.021 0.267 -0.793 2.29 0.43 -2.32 -0.1389
H 1.606 -1.271 0.142 -0.51 -1.40 -0.01 -0.1297
```
Forces are in eV/Å.

Net charge: 0
Max |F|: 3.3 eV/A
ΔE to the lowest compared entry with this formula, charge and spin: 2.8902 eV
Structure (SMILES): CN(F)P
E_LUMO: 1.051 eV
E: -536.94410 a.u.
E_HOMO: -9.20 eV

(7)
CH5FOSi | ωB97M-V/def2-TZVPD

```
9
Properties=species:S:1:pos:R:3:forces:R:3:lowdin_charge:R:1
C 2.370 0.334 0.418 3.20 3.62 2.07 -0.1747
O -3.863 0.141 -0.785 -2.36 0.55 0.04 -0.4396
F 1.866 0.551 -0.801 -0.62 0.04 -1.26 -0.0912
Si -2.568 -0.125 0.170 1.63 -0.62 -1.46 0.6025
H 3.564 0.534 0.405 -2.60 0.05 -0.04 0.1129
H 2.360 -0.664 0.697 -0.89 -1.95 0.60 0.0316
H -4.749 0.401 -0.394 1.70 -0.45 -0.69 0.0611
H -3.191 0.201 1.395 -0.96 0.51 2.10 -0.2121
H 1.885 1.087 1.185 0.90 -1.75 -1.38 0.1095
```
Forces are in eV/Å.

Net charge: 0
Max |F|: 5.3 eV/A
ΔE to the lowest compared entry with this formula, charge and spin: 1.3995 eV
E_LUMO: -0.001 eV
E: -505.63109 a.u.
E_HOMO: -8.60 eV

(8)
CH5FP2 | ωB97M-V/def2-TZVPD

```
9
Properties=species:S:1:pos:R:3:forces:R:3:lowdin_charge:R:1
C 2.142 0.331 -0.471 -0.29 -1.85 -0.53 -0.4535
F -3.652 0.562 1.052 0.56 -0.49 -0.53 -0.4865
P 1.439 -0.385 0.867 0.45 1.33 -0.09 0.7195
P -2.905 -0.350 -0.084 3.28 1.18 1.00 0.7246
H 2.510 -0.129 -1.442 -0.24 0.60 1.58 0.0209
H 2.099 1.380 -0.388 0.06 1.29 -0.49 -0.0640
H 1.759 -1.690 0.635 0.05 -1.36 -0.48 -0.1871
H -1.356 -0.402 0.488 -2.57 -0.67 -0.06 -0.1300
H -2.036 0.683 -0.656 -1.29 -0.03 -0.42 -0.1440
```
Forces are in eV/Å.

Net charge: 0
Max |F|: 3.6 eV/A
ΔE to the lowest compared entry with this formula, charge and spin: 2.3842 eV
Structure (SMILES): C=P.FP
E_LUMO: -0.146 eV
E: -823.57165 a.u.
E_HOMO: -9.81 eV

What is the ΔE to the lowest compared entry with this formula, charge and spin in the fourth record? 11.7743 eV